1.
Below is a cluster of 8 separate species, C57H124N8O9 in total at a distorted geometry, with properties calculated with the ωB97M-V functional and the def2-TZVPD basis.

Properties
**Orbital gap (alpha / beta)**: 1.8244 / 7.7943 eV
**E**: -3360.839358 hartree
**HOMO energy (alpha / beta)**: 0.13 / -5.85 eV

ORCA input file:
```
! RIJCOSX wB97M-V def2-TZVPD def2/J DEFGRID3
* xyz -1 2
C 12.1319 -10.6281 37.2614
C 12.1307 -10.7670 38.7468
C 13.5495 -10.9124 39.4641
C 14.2553 -9.4969 39.5734
C 13.3776 -8.4300 40.2903
C 11.9424 -8.3415 39.8016
N 11.3604 -9.7221 39.3779
O 9.9800 -9.7670 39.2775
C 11.1798 -7.8283 41.0034
C 11.8541 -7.2870 38.5805
C 11.4702 -12.0962 38.9215
H 11.1063 -10.6707 36.8949
H 12.4927 -11.5931 36.9055
H 12.6876 -9.9229 36.6432
H 13.5008 -11.4525 40.4096
H 14.1946 -11.5545 38.8644
H 14.4296 -9.0133 38.6123
H 15.1900 -9.4781 40.1339
H 13.8762 -7.4608 40.3043
H 13.4839 -8.8042 41.3085
H 11.4557 -6.8394 41.3697
H 10.1006 -7.9419 40.9013
H 11.4077 -8.3724 41.9200
H 10.8299 -7.1970 38.2185
H 12.1441 -6.3150 38.9797
H 12.4315 -7.4073 37.6639
H 10.5685 -12.1453 38.3111
H 10.9955 -12.1496 39.9012
H 12.1502 -12.9479 38.9391
H 9.8132 -10.0356 40.1839
C 16.1398 1.8355 30.7881
C 15.0314 1.0000 31.3966
C 14.8986 -0.3699 30.6635
C 14.3261 -1.5666 31.4207
C 15.1373 -1.6240 32.7395
C 14.9465 -0.3681 33.6662
N 15.4858 0.7872 32.8523
O 15.8164 1.9971 33.4655
C 13.5664 -0.1549 34.2031
C 15.9237 -0.6232 34.8959
C 13.7068 1.7202 31.2243
H 16.1420 1.9247 29.7017
H 17.1527 1.5706 31.0912
H 16.1611 2.8622 31.1536
H 14.2833 -0.3285 29.7647
H 15.8892 -0.6320 30.2920
H 14.4350 -2.5318 30.9261
H 13.2815 -1.3436 31.6380
H 16.2035 -1.7165 32.5325
H 14.8355 -2.5257 33.2724
H 12.9086 0.0276 33.3533
H 13.1801 -0.9763 34.8066
H 13.5628 0.7105 34.8658
H 16.1249 0.3475 35.3491
H 15.6250 -1.3161 35.6825
H 16.9621 -0.9234 34.7554
H 13.4388 2.4546 31.9839
H 12.9239 0.9619 31.2189
H 13.7642 2.2140 30.2542
H 16.7671 1.8902 33.5451
C 17.2846 -4.4903 37.2488
C 16.1017 -5.3566 36.6683
C 15.2321 -4.4835 35.7795
C 14.0746 -5.1982 35.0345
C 14.6328 -6.3782 34.3009
C 15.6705 -7.3080 35.0858
N 16.6131 -6.4891 35.8296
O 17.7688 -7.0851 36.2592
C 14.8781 -8.2390 35.9145
C 16.4369 -8.1102 34.0050
C 15.4459 -5.9485 38.0084
H 17.9716 -4.9667 37.9484
H 16.8946 -3.5118 37.5290
H 18.0219 -4.3172 36.4650
H 14.9843 -3.5800 36.3366
H 15.9570 -4.1631 35.0312
H 13.5513 -4.4919 34.3900
H 13.3440 -5.6287 35.7194
H 15.1843 -6.0062 33.4375
H 13.7246 -6.9052 34.0083
H 14.8304 -9.1227 35.2782
H 15.4324 -8.5195 36.8102
H 13.8259 -8.0453 36.1227
H 16.8806 -7.4536 33.2566
H 17.3858 -8.5799 34.2639
H 15.8821 -8.8875 33.4795
H 15.9635 -6.8141 38.4218
H 14.4926 -6.4545 37.8559
H 15.2682 -5.1462 38.7245
H 18.3367 -6.8924 35.5096
C 6.6142 -1.7809 32.6993
C 6.9356 -0.5030 33.5312
C 7.7011 -0.9846 34.7776
C 9.2222 -1.2655 34.5850
C 9.9531 -0.0629 33.8904
C 9.2430 0.3800 32.5429
N 7.7231 0.4112 32.6633
O 7.0640 0.9712 31.5478
C 9.8574 1.7486 32.2686
C 9.4580 -0.5775 31.4127
C 5.6878 0.1629 34.0788
H 7.3720 -2.5604 32.6207
H 6.1380 -1.4513 31.7759
H 5.8176 -2.3812 33.1388
H 7.5351 -0.3539 35.6510
H 7.3410 -1.9754 35.0546
H 9.2793 -2.0962 33.8816
H 9.6430 -1.6841 35.4991
H 10.9535 -0.3932 33.6107
H 10.0566 0.7806 34.5730
H 9.5339 2.5649 32.9144
H 10.9468 1.7202 32.2460
H 9.3943 2.3078 31.4555
H 10.5232 -0.8052 31.3718
H 8.9710 -1.5494 31.4930
H 9.2207 -0.2517 30.4000
H 5.3514 0.8706 33.3210
H 5.7358 0.7899 34.9692
H 4.7782 -0.4365 34.1159
H 6.9775 0.1613 31.0396
C 12.5665 -4.0778 43.3031
C 14.0743 -4.3802 42.9807
C 14.2998 -4.5500 41.3834
C 14.4699 -3.2536 40.6803
C 15.8304 -2.6813 41.2074
C 15.9370 -2.4098 42.7469
N 15.0516 -3.3409 43.5129
O 14.9038 -3.0511 44.7799
C 17.3920 -2.7588 43.1348
C 15.6707 -0.8900 43.1141
C 14.4367 -5.7105 43.6733
H 11.9064 -4.6991 42.6978
H 12.4726 -3.0238 43.0413
H 12.3836 -4.2453 44.3645
H 15.0721 -5.2949 41.1917
H 13.4752 -4.9371 40.7847
H 13.6359 -2.6061 40.9507
H 14.5956 -3.4235 39.6110
H 15.8645 -1.7378 40.6625
H 16.6059 -3.3539 40.8409
H 17.5386 -3.8388 43.1202
H 18.2306 -2.2361 42.6749
H 17.5200 -2.5870 44.2035
H 15.9582 -0.7924 44.1610
H 16.3299 -0.2568 42.5203
H 14.6762 -0.4710 42.9607
H 14.2797 -5.7889 44.7490
H 15.3771 -6.1117 43.2955
H 13.6195 -6.4119 43.5047
H 14.2302 -2.3734 44.6871
C 11.5200 -0.0377 40.2982
C 11.5951 1.1836 39.3951
C 10.9388 2.4244 40.1253
C 11.7819 3.0357 41.2098
C 13.1181 3.4865 40.5956
C 13.9509 2.3721 39.8511
N 13.0094 1.5424 38.9625
O 13.6244 0.5360 38.4060
C 14.8624 3.0393 38.8119
C 14.9601 1.5918 40.8171
C 10.5805 0.8967 38.1593
H 10.6300 -0.0376 40.9274
H 12.2616 0.1144 41.0824
H 11.5394 -1.0355 39.8598
H 10.6769 3.1627 39.3673
H 10.0179 2.1604 40.6454
H 11.8681 2.4212 42.1059
H 11.2707 3.9331 41.5585
H 13.7500 3.7870 41.4313
H 13.0486 4.4410 40.0738
H 15.3965 3.9312 39.1394
H 15.5685 2.3995 38.2826
H 14.1965 3.3134 37.9935
H 15.8097 2.1960 41.1352
H 14.3142 1.2715 41.6347
H 15.3716 0.6743 40.3966
H 9.6269 0.6042 38.5987
H 10.8239 0.0740 37.4869
H 10.4008 1.8177 37.6048
H 12.9424 0.3198 37.7660
C 12.4698 -3.1364 37.5046
C 11.4540 -3.3406 38.5564
O 10.6821 -4.3567 38.1499
O 11.9773 -2.6284 36.2335
H 13.0907 -3.9987 37.2620
H 13.1650 -2.3505 37.8000
H 10.7206 -2.5342 38.5520
H 11.9334 -3.5371 39.5154
H 10.2757 -4.0779 37.3260
H 11.2925 -3.2583 35.9972
C 9.3299 -5.2344 34.8600
O 10.2589 -4.5800 35.3505
N 9.0889 -6.4757 35.1871
N 8.5373 -4.7512 33.9981
H 8.3289 -6.9975 34.7745
H 9.7344 -6.8480 35.8689
H 8.0790 -5.3778 33.3519
H 8.7130 -3.8093 33.6788
*
```

---

2.
Below is a cluster of 11 separate species, C57H130Cl4N10 in total at a distorted geometry, with properties calculated with the ωB97M-V functional and the def2-TZVPD basis.

Properties
**Orbital gap (alpha / beta)**: 2.5150 / 7.6508 eV
**E**: -4637.852730 hartree
**HOMO energy (alpha / beta)**: -0.60 / -5.74 eV

ORCA input file:
```
! RIJCOSX wB97M-V def2-TZVPD def2/J DEFGRID3
* xyz -1 2
C 1.0525 7.2483 -2.4980
C 2.4311 7.7919 -2.2136
N 3.2421 6.9520 -1.3333
C 3.4534 5.6486 -1.9650
C 4.4652 4.8321 -1.1517
C 2.6572 6.8664 0.0001
C 2.7796 8.3051 0.6138
H 0.8545 6.2775 -2.9523
H 0.6648 7.8947 -3.2854
H 0.4029 7.3994 -1.6359
H 2.9650 7.9974 -3.1414
H 2.3458 8.7780 -1.7569
H 2.4904 5.1511 -2.0797
H 3.9295 5.7671 -2.9383
H 5.4197 5.3258 -0.9693
H 4.0220 4.5225 -0.2051
H 4.7160 3.8879 -1.6351
H 3.2211 6.2605 0.7094
H 1.6515 6.4536 0.0787
H 2.6530 8.2851 1.6963
H 1.9709 8.9675 0.3050
H 3.7571 8.7598 0.4528
C 2.2578 -2.8631 0.3446
C 0.7948 -3.3114 0.1655
N 0.7639 -4.7251 -0.2327
C -0.4803 -5.0672 -0.8531
C -0.6211 -4.6487 -2.3037
C 1.0682 -5.6895 0.8397
C 1.5127 -7.0311 0.1205
H 2.3338 -1.7927 0.5356
H 2.8569 -3.1171 -0.5299
H 2.7281 -3.4124 1.1603
H 0.1188 -3.0641 0.9840
H 0.3805 -2.7209 -0.6517
H -0.7122 -6.1289 -0.7696
H -1.3673 -4.6721 -0.3578
H 0.2028 -5.0622 -2.8854
H -1.5952 -4.9500 -2.6888
H -0.6947 -3.5612 -2.3090
H 0.2021 -5.9658 1.4410
H 1.8782 -5.3383 1.4789
H 2.2677 -6.8703 -0.6491
H 0.6695 -7.6515 -0.1831
H 2.0789 -7.5699 0.8803
C -5.6959 0.1453 7.6126
C -4.9763 -1.0640 6.9637
N -4.3888 -0.7346 5.6514
C -5.4352 -0.7226 4.6826
C -5.8421 -2.1430 4.3172
C -3.2236 -1.4448 5.3823
C -2.6408 -1.1671 3.9627
H -5.8521 0.0047 8.6822
H -6.7211 0.2956 7.2742
H -5.1111 1.0586 7.5034
H -4.0777 -1.2073 7.5638
H -5.4745 -2.0334 6.9733
H -6.3480 -0.1900 4.9494
H -5.1310 -0.1044 3.8380
H -6.0579 -2.7295 5.2103
H -6.8195 -2.0744 3.8397
H -5.1615 -2.6550 3.6369
H -3.2948 -2.5141 5.5809
H -2.4216 -1.1176 6.0441
H -1.6741 -1.6527 3.8294
H -2.5601 -0.0963 3.7752
H -3.2460 -1.5826 3.1570
C -2.8650 -4.6667 2.6742
C -2.8317 -6.1794 2.4341
N -3.8028 -6.9165 3.3277
C -3.5749 -6.6926 4.7543
C -2.2013 -7.2401 5.2772
C -3.8650 -8.3721 2.9448
C -4.9665 -9.1886 3.6619
H -3.8563 -4.2171 2.7320
H -2.2875 -4.1586 1.9019
H -2.3827 -4.4139 3.6185
H -3.0004 -6.4530 1.3926
H -1.8005 -6.4731 2.6299
H -4.3713 -7.1104 5.3701
H -3.7022 -5.6305 4.9636
H -2.2152 -7.0100 6.3425
H -1.4557 -6.7019 4.6920
H -2.1047 -8.3213 5.1778
H -3.9363 -8.4370 1.8591
H -2.9243 -8.9027 3.0920
H -5.0637 -10.1368 3.1332
H -4.7802 -9.3884 4.7171
H -5.9383 -8.7195 3.5079
C 6.5244 1.7669 -2.7650
C 6.9481 0.3734 -3.1067
N 5.8970 -0.3889 -3.8234
C 4.9579 -0.8883 -2.8299
C 5.5156 -1.9310 -1.8034
C 6.5240 -1.3819 -4.7260
C 5.4455 -2.2090 -5.4507
H 6.3327 2.3746 -3.6493
H 7.3403 2.2917 -2.2680
H 5.7018 1.7827 -2.0501
H 7.8713 0.4511 -3.6810
H 7.3765 -0.1791 -2.2705
H 4.5275 -0.0294 -2.3149
H 4.0991 -1.3128 -3.3499
H 6.0544 -1.3367 -1.0654
H 4.6023 -2.3446 -1.3757
H 6.1224 -2.7065 -2.2709
H 7.1559 -1.9954 -4.0838
H 7.2086 -0.8741 -5.4054
H 4.6983 -2.6664 -4.8022
H 5.9206 -3.0310 -5.9861
H 4.9060 -1.6209 -6.1931
C -2.3907 4.9020 -7.4888
C -2.6330 5.5186 -6.1064
N -1.4094 5.8418 -5.3463
C -0.8095 4.5816 -4.9148
C -1.6262 3.9809 -3.7268
C -0.4637 6.6023 -6.1168
C -1.0367 8.0170 -6.4685
H -3.3652 4.6438 -7.9033
H -1.7360 4.0310 -7.4595
H -2.0693 5.7631 -8.0747
H -3.2972 6.3697 -6.2566
H -3.2436 4.7945 -5.5672
H -0.5418 3.8779 -5.7029
H 0.1588 4.8347 -4.4829
H -1.0941 3.1345 -3.2926
H -1.7413 4.6797 -2.8982
H -2.6313 3.6035 -3.9153
H -0.1982 6.1246 -7.0599
H 0.4341 6.7079 -5.5077
H -0.3035 8.4616 -7.1415
H -1.1157 8.6016 -5.5520
H -2.0252 8.0551 -6.9262
C 1.3306 -0.0460 -2.1938
C 0.3232 1.0873 -2.0043
N -0.3099 0.9846 -0.6438
C -0.8614 2.2041 -0.1331
C 0.2223 3.3001 0.0241
C -1.2784 -0.1151 -0.6067
C -1.3613 -0.6111 0.8727
H 0.8950 -1.0451 -2.2053
H 2.1240 -0.0336 -1.4465
H 1.7987 0.0451 -3.1739
H 0.8510 2.0388 -2.0688
H -0.4125 1.1081 -2.8083
H -1.6749 2.5606 -0.7650
H -1.3042 2.1154 0.8589
H -0.0825 4.1429 0.6445
H 1.1864 2.8807 0.3114
H 0.3081 3.7480 -0.9659
H -0.9297 -0.9336 -1.2365
H -2.2687 0.1931 -0.9421
H -2.0099 -1.4815 0.9713
H -1.7399 0.0848 1.6213
H -0.3253 -0.8607 1.1022
C 0.9623 1.4509 3.2633
C 1.4799 -0.0248 3.3829
N 2.5630 -0.1832 4.3985
C 2.2516 0.3449 5.7534
C 1.0471 -0.2829 6.3794
C 3.0687 -1.5559 4.3464
C 4.3953 -1.6612 5.1797
H 0.2255 1.4648 2.4601
H 1.6648 2.2406 2.9969
H 0.4408 1.7359 4.1770
H 0.7437 -0.8096 3.5565
H 1.9906 -0.2070 2.4373
H 2.1801 1.4325 5.7573
H 3.0356 0.1923 6.4951
H 1.0271 -1.3470 6.1439
H 0.1572 0.2682 6.0755
H 1.1063 -0.3271 7.4669
H 2.2094 -2.2183 4.4516
H 3.4998 -1.6912 3.3545
H 4.1699 -1.7478 6.2426
H 4.8783 -2.5900 4.8762
H 5.0063 -0.7603 5.1240
C -4.6341 3.1222 0.3961
Cl -4.4513 1.6511 1.3967
Cl -4.3639 2.6608 -1.3112
Cl -6.2689 3.7178 0.8093
Cl -3.3889 4.3064 0.9285
N -6.0198 -3.4291 -0.1143
C -4.7940 -3.8144 -0.5552
C -4.1423 -2.7769 -1.1839
C -5.0729 -1.6835 -1.1547
C -6.1864 -2.1468 -0.4047
H -6.7218 -4.0467 0.2676
H -4.4805 -4.8286 -0.3565
H -3.1605 -2.7977 -1.6334
H -4.8988 -0.7616 -1.6896
H -7.0590 -1.5473 -0.1917
N 4.0351 1.5860 -4.8930
C 3.6810 2.1769 -6.0288
C 2.7556 3.2586 -5.7305
C 2.5351 3.2334 -4.4163
C 3.3051 2.1924 -3.8825
H 4.6245 0.7787 -4.7483
H 4.0674 1.7742 -6.9535
H 2.3529 4.0176 -6.3849
H 2.0033 4.0334 -3.9229
H 3.3991 1.8602 -2.8592
*
```